No. 1
{"formula": "H6O3", "method": "ωB97M-V/def2-TZVPD", "s_squared": 0.750, "total_charge": -1, "e_homo_ev": [1.01, -6.68], "lumo_energy_ev": [4.0, 3.9], "multiplicity": 2, "symbols": ["O", "H", "H", "O", "H", "H", "O", "H", "H"], "positions_angstrom": [[0.81728, 1.96741, -1.81129], [0.52796, 2.13780, -2.70767], [1.75403, 2.16406, -1.81999], [0.71753, -0.39853, 0.88398], [1.45337, 0.03905, 1.31211], [0.68100, -0.00784, 0.01090], [-2.08523, -2.05814, 1.74340], [-2.47268, -1.39145, 1.17627], [-1.39327, -2.45232, 1.21232]], "forces_ev_per_a": [[-0.8, -0.5, 1.1], [-0.2, 0.2, -0.9], [1.0, 0.2, 0.0], [-0.3, -0.6, 0.4], [0.3, 0.2, 0.0], [0.1, 0.4, -0.6], [-0.4, -0.3, 0.3], [0.1, 0.3, -0.1], [0.4, 0.1, -0.1]], "nbo_charge": [-1.456, 0.330, 0.283, -1.048, 0.436, 0.481, -0.963, 0.464, 0.474]}


No. 2
{"formula": "CH3N5S", "method": "ωB97M-V/def2-TZVPD", "e_homo_ev": -9.64, "lumo_energy_ev": -0.1, "multiplicity": 1, "symbols": ["C", "H", "H", "H", "N", "N", "N", "N", "N", "S"], "positions_angstrom": [[0.32856, -1.08107, -0.20772], [0.41413, 1.69430, 1.14149], [-0.20282, 2.39311, -0.54253], [2.09823, 0.27260, -0.19073], [0.18189, 1.34601, -0.10057], [-0.51719, 0.15876, -0.27021], [-1.81313, -0.19970, 0.19865], [-1.90707, -1.50166, 0.07067], [-0.58432, -2.05303, -0.16356], [2.00171, -1.02932, 0.06452]], "forces_ev_per_a": [[-6.4, 1.4, -0.3], [-1.3, -1.7, -4.6], [0.6, -4.6, 1.4], [-0.1, 0.4, -0.1], [-0.2, 5.2, 3.4], [1.6, -1.4, 1.8], [1.1, -2.0, -2.1], [3.2, 2.9, 0.3], [0.7, 0.7, 0.5], [0.7, -0.9, -0.3]], "nbo_charge": [0.138, 0.351, 0.418, 0.176, -0.692, -0.127, -0.037, -0.020, -0.335, 0.128]}


No. 3
{"formula": "C5H14S", "method": "ωB97M-V/def2-TZVPD", "s_squared": 0.754, "total_charge": 1, "e_homo_ev": [-13.01, -13.01], "lumo_energy_ev": [-4.5, -8.7], "multiplicity": 2, "symbols": ["C", "S", "C", "H", "H", "H", "H", "H", "H", "C", "C", "C", "H", "H", "H", "H", "H", "H", "H", "H"], "positions_angstrom": [[-0.13839, 0.04678, -1.81046], [-1.79350, -0.29251, -2.71427], [-2.48498, -1.23230, -1.22769], [-0.24840, 1.13671, -1.60122], [-0.03856, -0.53409, -0.91555], [0.56506, -0.19836, -2.58127], [-3.57424, -1.18543, -1.36323], [-2.45636, -0.97335, -0.19545], [-2.14349, -2.28779, -1.33745], [1.34940, 1.40098, 1.96130], [1.65914, 0.57041, 3.13852], [3.03221, -0.14414, 3.00557], [0.80482, 0.84243, 1.11218], [0.41108, 1.99295, 2.00070], [2.10074, 1.91533, 1.38531], [1.59586, 1.04415, 4.13593], [0.84308, -0.12827, 3.41062], [3.13476, -1.08494, 3.57303], [3.76470, 0.54251, 3.40785], [3.43265, -0.25207, 1.99347]], "forces_ev_per_a": [[-1.8, 1.1, -1.4], [1.1, -0.9, 3.8], [-2.0, -0.9, -2.2], [0.5, -0.7, -0.2], [-0.2, -0.3, 0.3], [0.8, 0.3, -0.1], [0.2, -0.5, -0.5], [1.5, 1.2, 0.7], [-0.1, 0.7, -0.2], [-3.6, 0.0, -2.9], [0.2, -1.7, 1.8], [0.2, 0.4, 0.5], [1.4, -0.7, 0.8], [0.9, 0.8, 1.1], [0.6, 0.4, 0.6], [0.7, 0.9, -0.7], [0.2, -0.3, -1.1], [-0.2, 0.4, -0.4], [0.3, 0.1, 0.5], [-0.7, -0.4, -0.2]], "nbo_charge": [-0.681, 0.819, -0.779, 0.280, 0.261, 0.262, 0.265, 0.284, 0.286, -0.606, -0.435, -0.617, 0.157, 0.218, 0.222, 0.220, 0.205, 0.221, 0.214, 0.203]}


No. 4
{"formula": "C6H12O", "method": "ωB97M-V/def2-TZVPD", "e_homo_ev": [-7.42, -7.21], "lumo_energy_ev": [0.4, 0.7], "multiplicity": 1, "symbols": ["C", "C", "C", "C", "C", "C", "O", "H", "H", "H", "H", "H", "H", "H", "H", "H", "H", "H", "H"], "positions_angstrom": [[2.58533, -0.32657, 0.22923], [1.50875, 0.41520, -0.56328], [0.11888, 0.14754, -0.05860], [-1.04411, 1.11268, -0.49732], [-2.31918, 0.48027, -0.25267], [-1.20115, -1.19825, 0.86796], [-0.25794, -1.17514, -0.19058], [2.56582, -0.02923, 1.28312], [2.43431, -1.40908, 0.17101], [3.57871, -0.09994, -0.17186], [1.68717, 1.49690, -0.53089], [1.57988, 0.12252, -1.62060], [-0.84482, -0.07475, 1.24647], [-0.90141, 2.08857, -0.02621], [-0.88631, 1.23795, -1.58240], [-2.64549, -0.29736, -0.93492], [-3.09953, 0.98650, 0.30512], [-0.73478, -1.73390, 1.70274], [-2.12411, -1.74391, 0.62368]], "forces_ev_per_a": [[0.1, 0.0, 0.0], [0.0, 0.1, 0.1], [0.4, 0.4, -1.2], [1.0, 0.0, 0.0], [-1.1, 0.5, -0.5], [0.9, -0.4, 1.1], [0.1, 0.2, -0.1], [0.0, -0.1, -0.1], [0.0, 0.2, 0.0], [-0.1, 0.0, 0.1], [0.0, -0.1, 0.0], [-0.1, 0.0, 0.0], [-1.3, -1.0, 0.3], [-0.1, -0.1, 0.0], [0.0, 0.0, 0.2], [0.0, 0.1, 0.1], [0.1, -0.1, 0.0], [0.0, -0.2, 0.0], [0.1, 0.6, 0.1]], "nbo_charge": [-0.597, -0.477, 0.276, -0.556, -0.353, -0.277, -0.544, 0.204, 0.214, 0.209, 0.210, 0.207, 0.240, 0.219, 0.251, 0.185, 0.192, 0.195, 0.202]}


No. 5
{"formula": "C10H15N3OPRhS2", "method": "ωB97M-V/def2-TZVPD", "total_charge": 2, "e_homo_ev": [-16.88, -16.71], "lumo_energy_ev": [-10.9, -10.6], "multiplicity": 1, "symbols": ["Rh", "S", "C", "C", "N", "C", "S", "C", "N", "O", "N", "C", "C", "P", "C", "C", "C", "C", "H", "H", "H", "H", "H", "H", "H", "H", "H", "H", "H", "H", "H", "H", "H"], "positions_angstrom": [[-0.60088, -0.90474, 0.51719], [1.35230, -2.03292, -0.21097], [0.86326, -3.59329, -0.26546], [1.82471, -4.63122, -0.43431], [2.59291, -5.47695, -0.58007], [-0.58178, -4.04607, -0.17360], [-1.80125, -3.00060, 0.10016], [-0.80224, -5.43937, -0.35688], [-0.98183, -6.56745, -0.50327], [-0.63309, 0.06349, 3.22205], [-0.31306, -0.60408, 2.37280], [0.66181, 2.86922, 2.20412], [1.01058, 2.42972, 0.78216], [-0.08547, 1.27324, -0.07025], [0.50939, 1.25812, -1.78609], [2.00782, 1.01850, -1.95575], [-1.81829, 1.75366, -0.01934], [-2.65571, 0.48810, -0.22207], [1.34243, 3.66654, 2.49642], [0.78689, 2.06875, 2.92764], [-0.34942, 3.26759, 2.28310], [2.01147, 1.99516, 0.73248], [1.01974, 3.30049, 0.11466], [0.24416, 2.23930, -2.19795], [-0.09072, 0.52726, -2.33426], [2.59027, 1.86954, -1.60709], [2.23475, 0.87844, -3.01069], [2.36468, 0.13683, -1.42346], [-2.00016, 2.50562, -0.79156], [-2.02377, 2.22061, 0.94586], [-2.47908, 0.02014, -1.19108], [-3.72213, 0.70352, -0.16100], [-2.47829, -0.25716, 0.59649]], "forces_ev_per_a": [[-0.6, 0.1, -0.3], [-0.2, 0.1, 0.2], [-0.8, -0.5, 0.1], [0.1, 0.1, -0.1], [0.0, 0.0, 0.0], [1.0, 0.4, -0.1], [0.3, -0.1, 0.2], [-0.2, 0.0, 0.0], [0.0, 0.1, 0.0], [-0.1, -0.2, -0.7], [0.2, -0.2, 1.0], [0.0, 0.0, 0.0], [-0.1, 0.1, 0.2], [0.9, -0.4, -0.3], [-0.3, 0.2, -0.1], [0.1, 0.0, 0.1], [0.0, 0.4, -0.1], [0.2, 0.2, -0.5], [0.0, 0.0, 0.0], [0.0, 0.0, 0.0], [0.0, 0.0, 0.0], [0.0, 0.0, 0.0], [0.0, 0.0, 0.0], [0.0, 0.0, 0.0], [0.0, 0.0, 0.0], [0.0, 0.0, 0.0], [0.0, 0.0, 0.0], [0.0, 0.0, 0.0], [-0.2, 0.0, 0.1], [0.0, 0.0, 0.0], [-0.1, 0.1, 0.0], [0.0, -0.2, 0.2], [-0.2, -0.1, 0.3]], "nbo_charge": [0.272, 0.400, -0.204, 0.132, -0.024, -0.200, 0.354, 0.132, -0.021, -0.031, 0.269, -0.613, -0.746, 1.261, -0.744, -0.613, -0.768, -0.589, 0.267, 0.210, 0.222, 0.271, 0.272, 0.270, 0.253, 0.236, 0.264, 0.200, 0.282, 0.274, 0.241, 0.303, 0.167]}


No. 6
{"formula": "C11H9NS2", "method": "ωB97M-V/def2-TZVPD", "e_homo_ev": -8.10, "lumo_energy_ev": 0.1, "multiplicity": 1, "symbols": ["C", "C", "C", "C", "C", "C", "C", "C", "C", "C", "C", "N", "S", "S", "H", "H", "H", "H", "H", "H", "H", "H", "H"], "positions_angstrom": [[-0.37355, 3.21601, -1.00180], [-0.79815, 2.05969, -1.57859], [0.42638, 3.13973, 0.08123], [-0.46972, 0.83242, -1.12822], [0.60233, 1.95512, 0.70288], [0.14455, 0.79153, 0.13882], [-0.37805, -3.76386, 1.31057], [0.85240, -4.18384, 1.24960], [-1.31879, -1.50611, 1.28285], [0.30862, -0.42071, 0.89998], [0.47770, -1.75674, 0.22058], [-0.64434, -2.54702, 0.73680], [-2.88494, -1.41865, 1.72825], [2.00289, -2.95485, 0.49028], [-0.37674, 4.17524, -1.46267], [-1.43297, 2.27373, -2.50705], [0.84547, 3.94838, 0.55441], [-0.92106, 0.12644, -1.73034], [1.22295, 1.96227, 1.69385], [-1.32081, -4.19896, 1.71229], [1.37492, -4.97632, 1.67810], [0.79920, -0.17817, 1.90478], [0.51671, -1.57154, -0.84042]], "forces_ev_per_a": [[1.2, 1.1, -0.2], [-1.8, 2.0, -3.3], [-0.4, -0.4, 0.6], [-0.1, 1.4, 1.7], [1.8, -0.7, 2.6], [-0.1, -1.0, -0.8], [-2.8, -1.3, 0.4], [2.2, 2.0, -0.9], [-0.7, 1.6, 0.1], [-2.1, -2.0, 2.6], [2.5, -1.5, 0.1], [1.4, 2.7, -1.0], [1.4, 0.3, 0.0], [-1.8, 0.1, 0.4], [-0.9, 0.5, -0.6], [1.0, -1.1, 1.2], [0.9, 2.2, 0.6], [-0.4, -2.5, -0.4], [-1.4, -0.4, -1.9], [1.3, -0.2, 0.0], [0.1, -1.4, 0.6], [-0.6, -1.1, -1.4], [-0.5, -0.4, -0.5]], "nbo_charge": [-0.212, -0.182, -0.203, -0.215, -0.166, -0.104, -0.056, -0.334, 0.115, -0.199, -0.107, -0.480, -0.003, 0.127, 0.215, 0.212, 0.208, 0.226, 0.212, 0.246, 0.236, 0.246, 0.218]}


Quick rundown of ΔE to the lowest compared entry with this formula, charge and spin, same order as above: 9.2; 70.6; 40.8; 137.0; 0.0; 83.8 kcal/mol